C23H41ClP2Zr as an isolated structure. Source: the OMol25 dataset; level of theory: ωB97M-V with the def2-TZVPD basis set.

## Properties
gap between HOMO and LUMO	0.2445	Ha
E_LUMO	-7.60	eV
energy relative to the best compared isomer or geometry (same formula, charge and spin)	0.0	kcal per mole
DFT total energy	-2090.43204	Ha
HOMO	-0.524	Eh

Geometry as ORCA input:
```
! wB97M-V def2-TZVPD RIJCOSX def2/J DEFGRID3
* xyz 2 1
Zr -0.096 0.200 -0.326
C -0.961 -1.745 0.851
C 0.361 -2.087 0.390
C 0.569 -0.423 2.016
C -0.825 -0.731 1.872
C 1.305 -1.246 1.089
C -2.231 -2.455 0.520
H -2.203 -2.870 -0.494
H -3.088 -1.775 0.600
H -2.410 -3.288 1.215
C -1.892 -0.246 2.791
H -2.879 -0.572 2.441
H -1.883 0.850 2.853
H -1.749 -0.637 3.809
C 1.153 0.411 3.098
H 1.150 -0.123 4.058
H 0.574 1.331 3.232
H 2.186 0.677 2.867
C 2.790 -1.366 1.060
H 3.155 -2.074 1.822
H 3.263 -0.397 1.270
H 3.146 -1.725 0.084
C 0.715 -3.230 -0.497
H 0.917 -4.133 0.100
H 1.619 -3.023 -1.084
H -0.107 -3.477 -1.182
C -1.661 1.474 -6.022
C -1.842 0.158 -6.210
C -1.064 -0.689 -7.165
C 0.424 -0.295 -7.367
C 1.129 0.162 -6.138
C 1.338 1.463 -5.832
C 0.597 2.617 -6.449
C -0.854 2.350 -6.914
H -1.537 -0.706 -8.159
H 0.510 0.469 -8.157
H -1.101 -1.730 -6.811
H -0.859 1.958 -7.942
H -2.266 2.037 -5.309
H -2.745 -0.325 -5.812
H -1.360 3.333 -6.944
H 0.573 3.431 -5.706
H 2.143 1.778 -5.153
H 1.166 3.014 -7.307
H 0.947 -1.198 -7.729
H 1.535 -0.664 -5.543
P -1.500 0.374 -2.478
C -2.945 1.402 -2.824
C -1.573 -1.224 -3.339
P 1.548 0.928 -2.240
C -0.036 1.265 -3.223
C 2.610 -0.203 -3.185
C 2.469 2.486 -2.157
H -2.958 2.232 -2.100
H -3.852 0.797 -2.683
H -2.944 1.820 -3.837
H -1.413 -1.129 -4.420
H -2.567 -1.652 -3.155
H -0.821 -1.918 -2.932
H 2.545 2.985 -3.132
H 3.479 2.269 -1.783
H 1.978 3.160 -1.443
H -0.213 2.346 -3.327
H 0.016 0.842 -4.226
H 3.612 -0.186 -2.733
H 2.692 0.078 -4.237
H 2.214 -1.225 -3.110
Cl -0.540 2.439 0.349
*
```

=====

A 5-piece molecular cluster, C30H54O6S overall. Source: the OMol25 dataset; level of theory: ωB97M-V with the def2-TZVPD basis set.

## Properties
gap between HOMO and LUMO	0.2690	Ha
E_LUMO	-1.41	eV
energy relative to the best compared isomer or geometry (same formula, charge and spin)	174.9	kcal per mole
DFT total energy	-2024.51990	Ha
HOMO	-0.321	Eh
SMILES string	CCSCC1=C(C)C(=O)c2ccccc2C1=O.CCOCC.CCOCC.CCOCC.CCOCC

Geometry as ORCA input:
```
! wB97M-V def2-TZVPD RIJCOSX def2/J DEFGRID3
* xyz 0 1
C 0.506 -11.166 5.583
C 0.050 -11.883 4.170
S 1.290 -11.584 2.758
C 1.530 -9.726 2.723
C 1.485 -9.045 1.233
C 0.343 -9.137 0.261
C -1.020 -9.987 0.629
C 0.365 -8.367 -1.224
O -0.135 -8.888 -2.347
C 1.123 -6.876 -1.205
C 0.636 -5.585 -2.107
C 1.506 -4.172 -1.896
C 2.797 -4.096 -0.842
C 3.279 -5.408 0.060
C 2.413 -6.785 -0.144
C 2.806 -8.132 0.766
O 4.067 -8.476 1.067
H 1.400 -10.391 5.434
H 0.834 -11.929 6.410
H -0.406 -10.504 5.964
H -0.949 -11.334 3.815
H -0.183 -13.031 4.264
H 2.595 -9.459 3.188
H 0.751 -9.120 3.390
H -1.830 -9.790 -0.225
H -1.501 -9.591 1.635
H -0.817 -11.135 0.783
H -0.279 -5.681 -2.840
H 1.207 -3.185 -2.481
H 3.422 -3.098 -0.658
H 4.166 -5.405 0.824
C 3.676 2.232 -0.720
C 3.486 0.979 0.118
O 4.091 -0.181 -0.448
C 5.503 -0.139 -0.635
C 6.281 0.049 0.656
H 3.312 2.074 -1.740
H 3.133 3.074 -0.278
H 4.730 2.515 -0.790
H 2.414 0.767 0.192
H 3.842 1.131 1.142
H 5.765 0.630 -1.370
H 5.786 -1.099 -1.078
H 6.067 1.015 1.119
H 7.357 0.000 0.464
H 6.016 -0.727 1.382
C -0.946 4.298 -3.870
C 0.075 3.445 -3.136
O 1.014 4.206 -2.379
C 0.483 5.024 -1.340
C -0.256 4.242 -0.268
H -0.447 5.032 -4.510
H -1.594 3.671 -4.489
H -1.583 4.852 -3.174
H 0.655 2.881 -3.875
H -0.415 2.704 -2.497
H -0.150 5.811 -1.764
H 1.336 5.530 -0.877
H -1.146 3.750 -0.669
H -0.577 4.908 0.539
H 0.387 3.461 0.152
C -4.343 4.504 2.835
C -4.557 4.263 1.350
O -3.582 3.401 0.768
C -3.504 2.079 1.293
C -4.789 1.285 1.136
H -3.335 4.888 3.022
H -5.073 5.227 3.213
H -4.454 3.583 3.413
H -4.478 5.221 0.825
H -5.564 3.884 1.152
H -3.180 2.105 2.339
H -2.709 1.570 0.737
H -5.608 1.727 1.710
H -4.650 0.258 1.488
H -5.101 1.260 0.087
C -1.064 8.503 -3.045
C -2.084 8.149 -1.977
O -2.069 9.035 -0.860
C -2.358 10.405 -1.128
C -3.739 10.631 -1.718
H -0.058 8.557 -2.617
H -1.069 7.752 -3.842
H -1.277 9.474 -3.501
H -1.850 7.152 -1.586
H -3.093 8.086 -2.398
H -1.579 10.838 -1.766
H -2.297 10.928 -0.169
H -3.839 10.164 -2.700
H -3.934 11.702 -1.834
H -4.510 10.199 -1.071
*
```

=====

A 2-piece molecular cluster, C4H14N2O overall. Source: the OMol25 dataset; level of theory: ωB97M-V with the def2-TZVPD basis set.

## Properties
gap between HOMO and LUMO	0.3552	Ha
E_LUMO	-9.28	eV
energy relative to the best compared isomer or geometry (same formula, charge and spin)	85.5	kcal per mole
DFT total energy	-344.81374	Ha
HOMO	-0.696	Eh

Geometry as ORCA input:
```
! wB97M-V def2-TZVPD RIJCOSX def2/J DEFGRID3
* xyz 2 1
C -1.895 1.588 1.536
O -1.797 0.898 0.235
C -0.844 0.563 1.624
C 0.602 0.660 1.527
C 1.293 -0.324 0.522
N 0.959 0.051 -0.886
N 0.405 -2.084 -2.601
H -1.705 2.632 1.562
H -2.733 1.290 2.172
H -2.402 1.320 -0.411
H -1.317 -0.354 1.966
H 1.009 0.721 2.551
H 1.006 1.639 1.257
H 0.929 -1.300 0.820
H 2.365 -0.312 0.709
H 1.753 0.359 -1.453
H 0.134 0.634 -0.796
H 0.621 -0.786 -1.484
H -0.310 -2.468 -3.229
H 0.825 -2.990 -2.363
H 1.102 -1.738 -3.257
*
```

=====

A 10-piece molecular cluster, C44H46Br8N6O12 overall. Source: the OMol25 dataset; level of theory: ωB97M-V with the def2-TZVPD basis set.

## Properties
gap between HOMO and LUMO	0.3350	Ha
E_LUMO	-0.66	eV
energy relative to the best compared isomer or geometry (same formula, charge and spin)	0.0	kcal per mole
DFT total energy	-23527.26570	Ha
HOMO	-0.359	Eh
SMILES string	O=[N+]([O-])c1ccccc1.O=[N+]([O-])c1ccccc1.O=[N+]([O-])c1ccccc1.O=[N+]([O-])c1ccccc1.O=[N+]([O-])c1ccccc1.O=[N+]([O-])c1ccccc1.BrCCBr.BrCCBr.BrCCBr.BrCCBr

Geometry as ORCA input:
```
! wB97M-V def2-TZVPD RIJCOSX def2/J DEFGRID3
* xyz 0 1
Br 2.113 5.411 -0.238
C 0.658 4.817 0.965
C 1.314 4.419 2.247
Br -0.146 3.745 3.406
H 0.201 3.984 0.453
H -0.013 5.661 1.007
H 1.705 5.306 2.738
H 2.129 3.711 2.162
Br 0.294 -1.167 1.392
C -0.288 0.455 0.460
C 0.052 0.233 -0.982
Br -0.721 1.634 -2.072
H 0.193 1.334 0.882
H -1.352 0.591 0.631
H -0.339 -0.730 -1.298
H 1.117 0.218 -1.168
Br 4.944 -0.682 -3.454
C 3.902 -0.252 -1.856
C 4.579 0.855 -1.095
Br 3.599 1.124 0.590
H 3.835 -1.152 -1.251
H 2.895 -0.001 -2.169
H 4.553 1.817 -1.597
H 5.603 0.620 -0.830
Br -3.455 -0.837 -1.950
C -3.689 -0.528 -3.868
C -3.979 0.941 -4.099
Br -4.426 1.153 -5.992
H -4.567 -1.113 -4.106
H -2.771 -0.839 -4.349
H -3.156 1.523 -3.694
H -4.879 1.230 -3.569
C -0.148 0.263 -5.391
C 1.081 -0.158 -4.911
C 1.990 -0.792 -5.737
C 1.682 -0.953 -7.080
C 0.483 -0.505 -7.586
C -0.442 0.100 -6.740
N 2.593 -1.725 -7.919
O 2.276 -1.901 -9.071
O 3.612 -2.142 -7.422
H -0.853 0.847 -4.815
H 1.368 0.211 -3.931
H 3.010 -1.007 -5.448
H 0.209 -0.658 -8.621
H -1.357 0.461 -7.190
C 3.221 -3.043 4.741
C 4.527 -2.989 5.192
C 5.518 -2.492 4.364
C 5.202 -2.161 3.060
C 3.912 -2.279 2.587
C 2.897 -2.703 3.434
N 6.277 -1.780 2.150
O 5.971 -1.323 1.057
O 7.425 -1.902 2.550
H 2.462 -3.520 5.353
H 4.805 -3.321 6.182
H 6.530 -2.424 4.739
H 3.742 -1.952 1.568
H 1.901 -2.893 3.060
C -7.251 2.306 2.047
C -6.233 3.120 2.522
C -5.064 3.266 1.789
C -4.981 2.730 0.524
C -6.034 1.974 0.019
C -7.162 1.749 0.783
N -3.768 2.906 -0.269
O -3.801 2.625 -1.437
O -2.753 3.232 0.332
H -8.126 2.095 2.648
H -6.272 3.626 3.477
H -4.214 3.735 2.270
H -5.840 1.504 -0.940
H -7.896 1.081 0.355
C -3.156 1.042 4.792
C -4.506 0.800 4.987
C -5.262 0.188 3.994
C -4.638 -0.395 2.915
C -3.271 -0.252 2.734
C -2.560 0.460 3.668
N -5.427 -1.058 1.868
O -6.584 -1.253 2.109
O -4.839 -1.351 0.848
H -2.523 1.552 5.505
H -5.078 1.226 5.804
H -6.327 0.097 4.154
H -2.771 -0.718 1.897
H -1.492 0.612 3.552
C 2.223 -5.000 -6.292
C 3.042 -4.830 -5.175
C 2.563 -4.110 -4.101
C 1.262 -3.626 -4.147
C 0.417 -3.856 -5.208
C 0.887 -4.629 -6.261
N 0.747 -2.853 -3.019
O 1.554 -2.368 -2.252
O -0.457 -2.711 -2.942
H 2.661 -5.477 -7.162
H 4.038 -5.247 -5.142
H 3.085 -4.067 -3.153
H -0.596 -3.484 -5.244
H 0.259 -4.888 -7.103
C 0.831 -0.145 5.903
C 1.023 0.738 6.946
C 1.788 1.878 6.733
C 2.416 2.055 5.525
C 2.136 1.244 4.449
C 1.272 0.168 4.617
N 3.297 3.205 5.335
O 3.626 3.811 6.321
O 3.625 3.481 4.205
H 0.178 -1.003 6.023
H 0.577 0.552 7.912
H 1.941 2.589 7.532
H 2.450 1.518 3.449
H 1.188 -0.584 3.831
*
```

=====

An isolated ion of composition C4H9N2 and charge +1. Source: the OMol25 dataset; level of theory: ωB97M-V with the def2-TZVPD basis set.

## Properties
gap between HOMO and LUMO	0.3954	Ha
E_LUMO	-3.66	eV
energy relative to the best compared isomer or geometry (same formula, charge and spin)	108.3	kcal per mole
DFT total energy	-266.92673	Ha
HOMO	-0.530	Eh
SMILES string	C[C@H]1N=C1C[NH3+]

Geometry as ORCA input:
```
! wB97M-V def2-TZVPD RIJCOSX def2/J DEFGRID3
* xyz 1 1
C -0.077 -0.155 0.148
C -1.462 -0.538 0.061
C -2.663 0.309 -0.369
C 1.520 0.652 0.660
N -0.192 -0.745 -0.907
N 2.491 -0.242 -0.143
H -1.868 -1.410 0.612
H -2.510 1.003 -1.216
H -3.074 0.905 0.579
H -3.442 -0.465 -0.671
H 1.660 0.342 1.804
H 1.753 1.666 0.488
H 2.882 -0.914 0.482
H 3.210 0.274 -0.627
H 1.772 -0.681 -0.901
*
```